A.
7
Properties=species:S:1:pos:R:3 method="wB97M-V/def2-TZVPD" smiles="N#CON=O.O=S" homo_lumo_gap_ev="6.8 / 6.9" homo_energy_ev="-8.75 / -8.94"
N -1.83 1.39 0.13
C -1.54 0.54 -0.59
O -1.15 -0.20 -1.57
N 0.18 -0.73 -1.49
O 0.80 -0.38 -0.51
O 2.45 -0.45 2.13
S 1.09 -0.17 1.91

---

B.
7
Properties=species:S:1:pos:R:3 method="wB97M-V/def2-TZVPD" homo_lumo_gap_ev="8.5 / 8.5" homo_energy_ev="-9.27 / -9.27"
C -0.95 -0.04 0.12
N 0.35 -0.06 -0.18
N -2.12 -0.15 -0.05
O 1.06 1.18 -0.31
O 2.96 -0.77 -0.27
O -3.28 -0.16 0.23
S 1.99 0.00 0.45

---

List of relative energies, unit hartree: A 0.0000; B 0.0198

---

A.
16
Properties=species:S:1:pos:R:3 method="wB97M-V/def2-TZVPD" s2=0.75 homo_lumo_gap_ev="2.7 / 12.0" multiplicity=2 charge=-1 homo_energy_ev="1.59 / -7.61"
C 0.27 -1.37 1.06
C 0.70 -0.94 2.46
H 0.48 -0.63 0.30
H 0.83 -2.24 0.73
H -0.80 -1.59 1.01
H 1.01 -1.82 3.03
H -0.10 -0.43 3.02
H 1.46 -0.17 2.45
C 0.25 1.21 -1.92
C -1.22 1.10 -1.55
H 0.71 2.15 -1.61
H 0.87 0.44 -1.46
H 0.39 1.11 -2.99
H -1.66 0.18 -1.95
H -1.83 1.80 -2.12
H -1.36 1.20 -0.48

---

B.
16
Properties=species:S:1:pos:R:3 method="wB97M-V/def2-TZVPD" s2=0.75 homo_lumo_gap_ev="2.7 / 11.6" multiplicity=2 charge=-1 homo_energy_ev="1.54 / -7.20"
C 0.09 0.03 1.58
C -0.64 0.02 2.93
H 0.75 -0.84 1.46
H -0.64 0.02 0.78
H 0.88 0.79 1.65
H -1.52 0.62 2.95
H 0.04 0.32 3.73
H -1.18 -0.93 3.07
C 0.83 -0.45 -2.00
C -0.26 0.48 -2.54
H 1.86 -0.21 -2.28
H 0.74 -0.50 -0.92
H 0.61 -1.46 -2.35
H -0.21 1.45 -2.03
H -0.11 0.64 -3.61
H -1.24 0.03 -2.41

---

C.
16
Properties=species:S:1:pos:R:3 method="wB97M-V/def2-TZVPD" s2=0.75 homo_lumo_gap_ev="2.8 / 11.7" multiplicity=2 charge=-1 homo_energy_ev="1.57 / -7.26"
C 2.41 0.45 0.56
C 2.00 0.21 -0.81
H 1.62 0.22 1.33
H 3.33 -0.09 0.86
H 2.54 1.54 0.78
H 1.55 1.10 -1.28
H 2.87 -0.06 -1.53
H 1.19 -0.57 -0.84
C -2.03 -1.08 -0.06
C -2.30 0.37 0.18
H -2.95 -1.55 0.18
H -1.74 -1.26 -1.12
H -1.37 -1.40 0.70
H -1.99 0.48 1.24
H -3.35 0.64 0.30
H -1.78 1.01 -0.48

---

List of relative energies, unit hartree: A 0.0000; B 0.0066; C 0.0233

---

A.
16
Properties=species:S:1:pos:R:3 method="wB97M-V/def2-TZVPD" s2=0.75 homo_lumo_gap_ev="2.8 / 11.8" multiplicity=2 charge=-1 homo_energy_ev="1.56 / -7.35"
C -0.93 -1.71 -0.41
C 0.35 -1.89 -1.24
H -1.20 -2.45 0.34
H -0.94 -0.91 0.20
H -1.88 -1.46 -0.79
H 0.11 -1.82 -2.35
H 1.07 -2.60 -1.00
H 1.06 -1.15 -1.18
C 1.04 1.30 0.69
C -0.39 2.19 0.74
H 0.92 0.72 -0.19
H 1.86 1.94 0.94
H 1.02 0.78 1.57
H -0.34 2.64 1.83
H -1.25 1.53 0.82
H -0.49 2.89 0.02

---

B.
16
Properties=species:S:1:pos:R:3 method="wB97M-V/def2-TZVPD" s2=0.75 homo_lumo_gap_ev="2.7 / 10.9" multiplicity=2 charge=-1 homo_energy_ev="1.59 / -6.44"
C -1.65 -1.40 1.12
C -1.86 -0.87 -0.26
H -1.99 -0.85 1.98
H -1.75 -2.41 1.26
H -0.55 -1.74 1.16
H -0.92 -0.90 -0.88
H -2.21 0.02 -0.48
H -2.49 -1.67 -0.84
C 1.71 1.78 -0.84
C 1.70 0.56 0.05
H 0.94 1.75 -1.55
H 1.65 2.77 -0.37
H 2.56 1.93 -1.52
H 2.74 0.19 -0.12
H 0.99 -0.22 -0.14
H 1.65 0.64 1.06

---

List of relative energies, unit hartree: A 0.0026; B 0.0000

---

A.
12
Properties=species:S:1:pos:R:3 method="wB97M-V/def2-TZVPD" homo_lumo_gap_ev=7.4 homo_energy_ev=-9.01
O -1.20 -0.47 -0.95
C -1.15 -0.71 0.45
C -0.29 0.10 1.32
C 0.22 1.26 0.79
C 0.65 2.32 0.34
C 1.71 -1.39 -0.79
N 2.69 -1.72 -0.28
H -1.27 0.48 -1.08
H -2.14 -0.58 0.93
H -0.92 -1.78 0.57
H 0.77 -1.07 -1.23
H 1.08 3.27 0.11

---

B.
12
Properties=species:S:1:pos:R:3 method="wB97M-V/def2-TZVPD" smiles="C#CC(=C)C#N.O" homo_lumo_gap_ev=9.4 homo_energy_ev=-9.39
C -2.48 0.70 0.29
C -1.34 0.36 0.45
C -0.01 -0.16 0.62
C 0.52 -1.05 -0.24
C 0.72 0.15 1.83
N 1.30 0.30 2.82
H -3.51 0.96 0.18
H -0.07 -1.43 -1.07
H 1.49 -1.50 -0.08
O 1.48 0.40 -1.62
H 0.79 0.35 -2.30
H 1.06 0.88 -0.89

---

List of relative energies, unit hartree: A 0.0889; B 0.0000

---

A.
18
Properties=species:S:1:pos:R:3 method="wB97M-V/def2-TZVPD" smiles="OC[C@]12C=C[C@H](C=C1)N2" homo_lumo_gap_ev=9.4 homo_energy_ev=-8.47
O 1.94 -1.27 -1.10
C 1.38 -1.34 0.17
C 0.25 -0.34 0.18
C -0.51 -0.18 1.57
C -1.23 0.95 1.42
C -0.80 1.53 0.03
C -1.48 0.64 -1.04
C -0.83 -0.53 -0.98
N 0.58 1.05 0.02
H 2.75 -1.76 -1.11
H 0.92 -2.31 0.48
H 2.10 -1.06 0.95
H -0.68 -1.01 2.24
H -1.99 1.37 2.07
H -0.95 2.62 0.02
H -2.30 0.87 -1.70
H -1.08 -1.46 -1.47
H 0.96 1.17 -0.93

---

B.
18
Properties=species:S:1:pos:R:3 method="wB97M-V/def2-TZVPD" smiles="C=C(C)C#N.C=C=CO" homo_lumo_gap_ev="7.7 / 7.7" homo_energy_ev="-8.14 / -8.15"
C 1.80 1.13 -0.48
C 0.47 1.01 -0.24
C -0.67 1.48 -1.12
C 0.02 0.85 1.20
N -0.07 1.45 2.21
H 2.23 0.63 -1.34
H 2.49 1.44 0.29
H -0.49 1.15 -2.14
H -0.78 2.56 -1.02
H -1.63 1.09 -0.77
C -1.62 -1.62 1.32
C -0.61 -1.05 0.69
C 0.16 -1.28 -0.46
O 1.38 -1.90 -0.39
H -2.28 -1.03 1.94
H -1.84 -2.68 1.24
H -0.26 -1.37 -1.45
H 1.70 -1.87 0.52

---

List of relative energies, unit hartree: A 0.0000; B 0.1297

---

A.
15
Properties=species:S:1:pos:R:3 method="wB97M-V/def2-TZVPD" homo_lumo_gap_ev=11.0 charge=+1 homo_energy_ev=-15.78
C 0.35 1.54 -1.14
C 0.61 -0.55 1.90
C -0.95 -1.14 0.00
C 0.02 -0.21 0.61
O -0.15 0.59 -2.04
O 0.55 0.85 0.15
H 1.36 1.83 -1.44
H -0.26 2.44 -0.99
H -0.04 0.01 2.66
H 0.47 -1.67 1.93
H 1.59 -0.20 1.78
H -1.53 -0.98 -0.99
H -1.84 -1.41 0.69
H -0.23 -1.96 -0.18
H 0.03 0.87 -2.94

---

B.
15
Properties=species:S:1:pos:R:3 method="wB97M-V/def2-TZVPD" homo_lumo_gap_ev=8.7 charge=+1 homo_energy_ev=-14.26
C -0.22 -1.28 -1.62
C -1.43 -1.28 -2.07
C 2.02 -0.74 -1.21
C -0.80 1.26 1.43
O 0.92 -1.55 -1.16
O -0.24 1.26 0.12
H -2.24 -0.78 -1.53
H 0.18 2.14 -0.01
H -1.66 -1.59 -3.03
H 2.47 -0.68 -2.32
H 2.82 -1.20 -0.63
H 1.78 0.27 -0.79
H -0.61 2.22 1.69
H -1.87 0.99 1.35
H -0.28 0.51 1.93

---

List of relative energies, unit hartree: A 0.0000; B 0.0960

---

A.
12
Properties=species:S:1:pos:R:3 method="wB97M-V/def2-TZVPD" homo_lumo_gap_ev=8.5 charge=-1 homo_energy_ev=-4.23
C -2.81 -0.11 -0.80
C -1.73 0.74 -0.60
N -0.71 1.12 -1.46
H -3.23 -0.25 -1.80
H -2.96 -0.92 -0.13
H -1.58 1.14 0.35
H -0.66 0.76 -2.38
H 0.16 0.97 -0.92
O 1.50 -1.49 1.72
C 2.12 -0.61 1.06
O 1.57 0.34 0.29
H 3.19 -0.43 0.98

---

B.
12
Properties=species:S:1:pos:R:3 method="wB97M-V/def2-TZVPD" homo_lumo_gap_ev=8.6 charge=-1 homo_energy_ev=-4.36
C 1.48 -0.31 1.87
C 0.97 0.13 0.72
N 0.08 1.27 0.62
H 1.30 -0.05 2.91
H 2.17 -1.14 1.77
H 1.03 -0.43 -0.21
H 0.57 1.85 -0.05
H -0.71 0.93 0.04
O -1.80 0.59 -1.45
C -1.70 -0.56 -1.92
O -0.71 -1.29 -2.06
H -2.67 -0.99 -2.24

---

C.
12
Properties=species:S:1:pos:R:3 method="wB97M-V/def2-TZVPD" homo_lumo_gap_ev=8.0 charge=-1 homo_energy_ev=-3.73
C 1.23 0.75 -2.27
C 1.32 1.20 -1.00
N 0.83 0.41 0.05
H 0.50 0.02 -2.28
H 1.81 1.27 -3.06
H 1.43 2.26 -0.79
H 0.42 0.95 0.83
H 0.11 -0.30 -0.32
O -1.44 -0.76 -0.03
C -1.07 -1.15 1.12
O -0.72 -0.45 2.14
H -1.67 -2.19 1.34

---

List of relative energies, unit hartree: A 0.0357; B 0.0000; C 0.0458

---

A.
18
Properties=species:S:1:pos:R:3 method="wB97M-V/def2-TZVPD" homo_lumo_gap_ev=9.7 homo_energy_ev=-8.74
C -1.36 1.04 -1.26
C -1.22 -0.42 -0.88
N -0.13 -1.09 -1.43
C 1.01 -0.76 -1.07
N 1.38 0.29 -0.19
N 0.81 0.57 1.07
C 0.76 -0.47 2.07
H -1.72 1.17 -2.26
H -0.44 1.59 -1.14
H -2.13 1.49 -0.57
H -1.21 -0.49 0.22
H -2.21 -0.89 -1.16
H 1.91 -1.19 -1.53
H 2.38 0.24 -0.09
H -0.09 1.02 1.04
H 1.80 -0.81 2.28
H 0.10 -1.31 1.86
H 0.34 0.02 3.03

---

B.
18
Properties=species:S:1:pos:R:3 method="wB97M-V/def2-TZVPD" smiles="C[C@@H](N)C=C(N)N" homo_lumo_gap_ev=8.6 homo_energy_ev=-7.59
C -1.82 -1.02 -0.78
C -1.10 0.00 0.11
N -1.81 0.06 1.40
C 0.35 -0.35 0.26
C 1.40 0.39 -0.12
N 1.33 1.57 -0.86
N 2.72 0.03 0.20
H -1.40 -1.01 -1.78
H -2.88 -0.78 -0.83
H -1.71 -2.02 -0.36
H -1.22 0.99 -0.34
H -1.78 -0.85 1.84
H -1.33 0.71 2.02
H 0.55 -1.29 0.76
H 0.42 2.01 -0.84
H 2.07 2.22 -0.64
H 2.81 -0.94 0.48
H 3.38 0.28 -0.52

---

List of relative energies, unit hartree: A 0.0700; B 0.0000